No. 1
Entry from OMol25: a cluster of 2 separate species, CH2I2O in total at a distorted geometry (ωB97M-V/def2-TZVPD).

SMILES: O=CI.I
Frontier orbital gap, eV: 10.03
Calculated total energy, eV: -19317.40389
Total charge: 0
HOMO energy, eV: -9.92
Energy above the lowest of the compared OMol25 structures with the same formula, charge and spin, kcal per mole: 3.2

Geometry as XYZ:
```
6
Properties=species:S:1:pos:R:3:nbo_charge:R:1
O 0.20367 0.35765 -1.75927 -0.4875
C 0.04389 -0.81457 -1.79846 0.2833
I 0.94829 -2.24774 -0.50815 0.0498
H -0.75937 -1.22886 -2.43491 0.1534
I -1.76104 1.23214 1.05849 -0.1131
H -1.82494 1.79169 -0.51053 0.1140
```


No. 2
Entry from OMol25: an isolated molecule of C3H5NO3 at a distorted geometry (ωB97M-V/def2-TZVPD).

SMILES: [H]/N=C(/C)OC(=O)O
Frontier orbital gap, eV: 10.89
Calculated total energy, eV: -10824.23626
Total charge: 0
HOMO energy, eV: -10.47
Energy above the lowest of the compared OMol25 structures with the same formula, charge and spin, kcal per mole: 33.5

Geometry as XYZ:
```
12
Properties=species:S:1:pos:R:3:nbo_charge:R:1
H 0.63408 -1.31703 -1.82948 0.3727
N -0.19415 -1.19707 -1.18957 -0.6563
C -0.12987 -0.43414 -0.21464 0.5709
C -1.30076 -0.02531 0.49018 -0.7037
O 1.06381 0.05716 0.42545 -0.5887
C 2.38610 -0.33296 0.18058 0.9933
O 2.73282 -1.47631 0.10478 -0.5584
O 3.23602 0.71426 0.18774 -0.6732
H -2.07684 -0.83328 0.57503 0.2579
H -1.90656 0.76362 0.02372 0.2476
H -1.11789 0.32341 1.49406 0.2326
H 2.85210 1.52599 0.53858 0.5053
```


No. 3
Entry from OMol25: an isolated molecule of C4H6BrN at a distorted geometry (ωB97M-V/def2-TZVPD).

SMILES: CC(C)(Br)C#N
Frontier orbital gap, eV: 11.18
Calculated total energy, eV: -75776.90150
Total charge: 0
HOMO energy, eV: -10.67
Energy above the lowest of the compared OMol25 structures with the same formula, charge and spin, kcal per mole: 0.4

Geometry as XYZ:
```
12
Properties=species:S:1:pos:R:3:nbo_charge:R:1
C -0.96884 -0.01296 0.82517 -0.6438
C 0.32224 -0.26063 0.19472 -0.1628
C 0.11494 -0.07388 -1.36891 -0.6061
Br 1.05136 -1.95801 0.87616 0.0520
C 1.39809 0.65736 0.62260 0.2459
N 2.20592 1.37367 1.03126 -0.2903
H -0.87541 0.27190 1.92233 0.2381
H -1.71247 -0.84166 0.87903 0.2500
H -1.46725 0.93392 0.34713 0.2269
H -0.83301 -0.62466 -1.80429 0.2255
H 0.94544 -0.42087 -1.97956 0.2349
H -0.18102 0.95583 -1.54565 0.2296
```


No. 4
Entry from OMol25: a structure of composition C49H41FeN3OP2Si at a distorted geometry (ωB97M-V/def2-TZVPD).

⟨S²⟩: 6.13
Frontier orbital gap (alpha / beta), eV: 5.82 / 6.27
Calculated total energy, eV: -118838.44256
Multiplicity: 5
Total charge: 0
HOMO energy (alpha / beta), eV: -5.77 / -6.50

Geometry as XYZ:
```
98
Properties=species:S:1:pos:R:3:lowdin_charge:R:1
Fe 0.07286 0.20348 0.87928 0.2791
O -0.48629 4.16692 1.04988 0.0489
C -0.49558 2.97369 0.76420 -0.5190
N -0.05053 1.95932 1.52018 -0.0774
C 0.43207 2.27560 2.84123 -0.1408
C 0.86845 0.99355 3.49474 -0.2990
C 1.57990 1.00762 4.63663 -0.0323
C 2.27807 -0.22486 5.08080 -0.2301
C 1.44617 -1.39778 4.67870 -0.0605
C 0.69100 -1.32219 3.56875 -0.1793
N 0.50947 -0.17012 2.82866 -0.0527
C -1.13712 2.44858 -0.48604 -0.1787
C -2.04286 3.22561 -1.18997 0.0120
C -2.78842 2.64028 -2.19661 -0.0381
C -2.57974 1.29503 -2.47108 -0.0379
C -1.63254 0.60362 -1.74266 -0.1251
N -0.91458 1.15325 -0.75615 0.0358
H 1.26855 2.98128 2.78808 0.1211
H -0.35146 2.76892 3.42844 0.1264
H 1.77653 1.94823 5.13509 0.1168
H 2.50491 -0.20344 6.14861 0.1289
H 1.54287 -2.33881 5.20750 0.0975
H 0.17731 -2.19937 3.20701 0.0868
H -2.15423 4.26350 -0.90786 0.1227
H -3.52512 3.20917 -2.74794 0.1118
H -3.14406 0.78252 -3.23763 0.1105
H -1.43835 -0.43943 -1.93878 0.0632
C -0.14232 -2.38194 -1.82806 -0.1922
Si 0.40881 -1.86012 -0.05527 0.6215
C -0.53869 -3.12538 1.02858 -0.2868
C -0.23450 -4.47173 1.22061 -0.0742
C -1.04391 -5.28031 2.00395 -0.0707
C -2.18718 -4.76166 2.59835 -0.0693
C -2.51847 -3.43053 2.41279 -0.0879
C -1.68596 -2.61408 1.64963 -0.3995
P -2.08452 -0.86723 1.29923 1.0977
C -3.78548 -1.15559 0.62409 -0.3093
C -3.90040 -2.08062 -0.41870 -0.0970
C -5.13260 -2.38708 -0.96740 -0.0786
C -6.27913 -1.76137 -0.49661 -0.0867
C -6.17494 -0.82701 0.52113 -0.0772
C -4.93912 -0.51772 1.07318 -0.0706
C -2.51014 -0.03430 2.87355 -0.3505
C -2.47842 -0.60183 4.13967 -0.0757
C -2.81625 0.16108 5.24916 -0.0658
C -3.20045 1.48433 5.10314 -0.0792
C -3.23822 2.05990 3.84000 -0.0748
C -2.88813 1.30403 2.73472 -0.1346
C 2.24987 -2.34708 -0.18028 -0.2684
C 2.74598 -3.60185 -0.54077 -0.0968
C 4.10779 -3.83953 -0.59988 -0.0730
C 5.00767 -2.82371 -0.29071 -0.0701
C 4.53951 -1.56762 0.04596 -0.0968
C 3.16439 -1.32509 0.07391 -0.3893
P 2.47310 0.31135 0.49799 1.1128
C 3.24119 1.46550 -0.69450 -0.3183
C 4.06242 1.07419 -1.74992 -0.0790
C 4.66446 2.03010 -2.55490 -0.0797
C 4.43559 3.38007 -2.33480 -0.0846
C 3.55682 3.77444 -1.33640 -0.0725
C 2.95016 2.82306 -0.53309 -0.1061
C 3.40914 0.60794 2.05236 -0.3328
C 3.48486 -0.47727 2.88581 -0.0651
C 3.75933 -0.32126 4.32704 -0.2269
C 4.55470 0.90009 4.60912 -0.0548
C 4.59361 1.92604 3.72067 -0.0985
C 3.94465 1.84470 2.46734 -0.0724
H 0.36240 -3.31631 -2.07830 0.0258
H 0.14540 -1.64562 -2.58291 0.0291
H -1.21835 -2.55897 -1.89922 0.0065
H 0.65092 -4.89159 0.75925 0.0865
H -0.78853 -6.32367 2.14306 0.1043
H -2.82438 -5.39860 3.19913 0.1050
H -3.42392 -3.02693 2.85094 0.1136
H -3.01378 -2.59159 -0.77682 0.0878
H -5.20458 -3.12592 -1.75587 0.1048
H -7.24597 -2.00246 -0.91901 0.1024
H -7.06420 -0.33877 0.89970 0.1048
H -4.88716 0.20152 1.87763 0.0931
H -2.16575 -1.62862 4.27177 0.0954
H -2.77766 -0.28571 6.23440 0.1057
H -3.47154 2.06936 5.97276 0.1027
H -3.53510 3.09355 3.71539 0.1094
H -2.89580 1.74876 1.74531 0.1047
H 2.06013 -4.40589 -0.78359 0.0895
H 4.47612 -4.81742 -0.88471 0.1039
H 6.07259 -3.01785 -0.31026 0.1053
H 5.23550 -0.77714 0.29938 0.1192
H 4.23246 0.02650 -1.94981 0.0961
H 5.32265 1.71831 -3.35621 0.1038
H 4.92593 4.12252 -2.95104 0.1027
H 3.34696 4.82568 -1.18560 0.1084
H 2.23294 3.13094 0.22157 0.0953
H 3.16192 -1.44899 2.54361 0.1069
H 4.21714 -1.21909 4.75374 0.1383
H 5.04311 0.98108 5.57327 0.1047
H 5.13685 2.83176 3.96502 0.1017
H 3.93943 2.70586 1.81688 0.0856
```


No. 5
Entry from OMol25: an isolated molecule of C2H2F2S2 at a distorted geometry (ωB97M-V/def2-TZVPD).

SMILES: FC(=S)[C@@H](F)S
Frontier orbital gap (alpha / beta), eV: 7.60 / 7.59
Calculated total energy, eV: -29208.51796
Total charge: 0
HOMO energy (alpha / beta), eV: -9.28 / -9.28
Energy above the lowest of the compared OMol25 structures with the same formula, charge and spin, kcal per mole: 63.0

Geometry as XYZ:
```
8
Properties=species:S:1:pos:R:3:nbo_charge:R:1
F 0.73323 -1.11922 1.17000 -0.2908
C 0.80031 -0.21851 0.22046 0.4464
S 2.57225 0.50336 -0.37691 -0.1704
C -0.33428 0.12432 -0.63530 -0.0515
F -0.88851 -1.04205 -1.11198 -0.3423
S -1.46841 0.92026 0.61076 0.0131
H -0.36551 0.77931 -1.48386 0.2524
H -1.04908 0.05253 1.60682 0.1431
```


Repeat the fifth record exactly.
Entry from OMol25: an isolated molecule of C2H2F2S2 at a distorted geometry (ωB97M-V/def2-TZVPD).

SMILES: FC(=S)[C@@H](F)S
Frontier orbital gap (alpha / beta), eV: 7.60 / 7.59
Calculated total energy, eV: -29208.51796
Total charge: 0
HOMO energy (alpha / beta), eV: -9.28 / -9.28
Energy above the lowest of the compared OMol25 structures with the same formula, charge and spin, kcal per mole: 63.0

Geometry as XYZ:
```
8
Properties=species:S:1:pos:R:3:nbo_charge:R:1
F 0.73323 -1.11922 1.17000 -0.2908
C 0.80031 -0.21851 0.22046 0.4464
S 2.57225 0.50336 -0.37691 -0.1704
C -0.33428 0.12432 -0.63530 -0.0515
F -0.88851 -1.04205 -1.11198 -0.3423
S -1.46841 0.92026 0.61076 0.0131
H -0.36551 0.77931 -1.48386 0.2524
H -1.04908 0.05253 1.60682 0.1431
```


Please write out number 3 again, unchanged.
Entry from OMol25: an isolated molecule of C4H6BrN at a distorted geometry (ωB97M-V/def2-TZVPD).

SMILES: CC(C)(Br)C#N
Frontier orbital gap, eV: 11.18
Calculated total energy, eV: -75776.90150
Total charge: 0
HOMO energy, eV: -10.67
Energy above the lowest of the compared OMol25 structures with the same formula, charge and spin, kcal per mole: 0.4

Geometry as XYZ:
```
12
Properties=species:S:1:pos:R:3:nbo_charge:R:1
C -0.96884 -0.01296 0.82517 -0.6438
C 0.32224 -0.26063 0.19472 -0.1628
C 0.11494 -0.07388 -1.36891 -0.6061
Br 1.05136 -1.95801 0.87616 0.0520
C 1.39809 0.65736 0.62260 0.2459
N 2.20592 1.37367 1.03126 -0.2903
H -0.87541 0.27190 1.92233 0.2381
H -1.71247 -0.84166 0.87903 0.2500
H -1.46725 0.93392 0.34713 0.2269
H -0.83301 -0.62466 -1.80429 0.2255
H 0.94544 -0.42087 -1.97956 0.2349
H -0.18102 0.95583 -1.54565 0.2296
```